Computed, not measured: a cluster of 3 separate species, C4H12N3 in total in a non-equilibrium geometry, with wB97M-V/def2-TZVPD.

Structure (XYZ):
```
19
Properties=species:S:1:pos:R:3:nbo_charge:R:1
C 2.070 -0.044 -0.300 0.715
C 2.771 0.115 0.894 -0.768
C -1.197 1.395 1.161 -0.759
C -0.468 0.133 1.250 0.058
N 1.473 -0.098 -1.294 -0.445
N -1.147 -1.035 1.314 -0.757
N -1.464 -0.722 -2.662 -1.129
H 3.750 -0.186 0.698 0.286
H 2.816 1.212 1.114 0.319
H 2.232 -0.586 1.617 0.332
H -0.602 1.980 0.359 0.231
H -2.170 1.553 0.920 0.211
H -1.030 2.005 2.041 0.272
H 0.940 -0.413 -2.092 0.509
H -0.575 -1.902 1.487 0.395
H -2.137 -1.199 1.447 0.380
H -1.750 -0.511 -3.614 0.392
H -1.812 -0.032 -1.968 0.377
H -1.700 -1.663 -2.371 0.381
```

Values from the calculation:
E_LUMO	-3.42	eV
total charge	+1
frontier orbital gap	0.3127	hartree
F_max	4.53	eV/Å
total energy	-8803.066	eV